67
Properties=species:S:1:pos:R:3:forces:R:3:mulliken_charge:R:1 method="wB97M-V/def2-TZVPD" max_force_ha_per_bohr=0.0534 e_lumo_ev=1.44 de_lowest_kcal_mol=9.1 e_tot_ev=-115715.331 charge=-1
Nb -4.80784 -1.60027 3.29378 -1.590 1.378 1.768 -0.34
Br -6.60985 -1.69231 5.10052 0.671 -0.103 -0.543 -0.33
S -5.96712 -3.55365 1.94254 -0.194 -0.157 -0.330 0.96
F -5.50344 -5.02932 2.37946 0.137 -0.303 0.188 -0.30
F -7.63057 1.36679 1.90070 -0.128 0.017 0.083 -0.27
O -6.28543 1.66302 3.61890 -0.028 -0.463 -0.964 -0.52
O -7.37102 -3.52508 2.30516 0.235 0.034 -0.161 -0.57
O -5.65209 -3.53138 0.52856 -0.141 -0.018 0.009 -0.58
N 2.19723 3.75257 0.00210 0.088 -0.010 -0.022 0.12
N 1.34460 -2.39085 -1.44319 -0.007 -0.020 -0.050 0.26
N -2.02461 -2.45099 1.94656 -0.058 0.163 -0.284 -0.27
C 3.48236 -2.89824 -2.75901 0.011 0.024 0.042 -0.97
C -6.49196 1.05694 2.60391 -0.028 0.383 0.984 0.45
C 0.48819 -3.27282 -2.21450 -0.029 -0.061 -0.029 -0.47
C 1.98067 4.59371 -2.40728 -0.029 0.005 0.019 -1.05
C 1.24719 -0.37709 -3.02190 0.037 0.055 0.070 -1.21
C 1.34562 3.99187 -1.14690 -0.105 -0.001 -0.042 -0.61
C -3.28615 -1.75307 1.66884 0.277 -0.236 0.381 -0.79
C 0.58419 -4.72586 -1.77503 -0.016 0.002 -0.008 -1.44
C 3.22820 2.76097 -0.23317 0.035 -0.044 -0.032 0.07
C 3.86964 2.25386 1.04920 -0.005 -0.034 -0.016 -1.58
C 2.61184 4.91976 0.75804 -0.005 0.089 0.057 -0.71
C 3.78842 5.74491 0.21794 -0.044 0.014 0.019 -0.92
C 1.04813 -0.98387 -1.62566 -0.077 0.186 0.031 -0.56
C -1.06878 -1.66615 2.71847 -0.053 -0.097 0.065 -0.76
C -5.71232 0.00791 1.93431 0.334 -0.193 -0.679 -0.49
C 2.74905 -2.75394 -1.41751 0.110 -0.010 0.049 -0.73
H -0.54080 -2.93504 -2.06840 -0.001 0.055 -0.006 0.48
H 3.10613 1.91388 1.74924 -0.013 0.006 0.012 0.34
H -6.31512 -0.45549 1.14802 0.044 0.052 -0.042 0.30
H 2.91746 -3.51363 -3.46059 -0.007 -0.020 0.002 0.25
H 4.44562 -3.38655 -2.59817 0.008 0.004 0.005 0.39
H 2.23748 5.64471 -2.27776 0.023 -0.006 0.019 0.27
H 0.89498 3.03075 -1.41331 0.020 -0.013 -0.004 0.28
H 4.47108 3.01941 1.54087 0.000 0.017 -0.002 0.39
H 2.30148 -0.26774 -3.27622 0.005 -0.039 -0.017 0.24
H -0.40204 -2.32102 3.28913 0.005 0.035 -0.102 0.32
H -3.11231 -0.70575 1.36424 0.043 0.080 0.018 0.42
H 3.51936 6.32956 -0.66084 0.004 -0.038 -0.025 0.24
H 2.84163 -3.69877 -0.87657 -0.021 -0.011 -0.010 0.39
H 2.74641 1.92151 -0.74264 0.005 -0.011 -0.019 0.10
H -0.17528 -5.31585 -2.28813 -0.011 -0.010 0.001 0.45
H -3.76681 -2.24472 0.81785 -0.100 0.056 0.083 0.60
H -3.71529 -0.47302 4.17080 0.301 -0.579 -0.094 0.08
H 2.88306 4.05572 -2.70066 0.007 -0.016 0.002 0.26
H 2.86004 4.59398 1.77102 0.014 -0.024 -0.007 0.38
H 4.52924 1.41478 0.82482 0.009 -0.008 0.003 0.43
H -1.60153 -2.68105 1.05421 0.059 -0.134 0.087 0.23
H -0.45211 -1.00095 2.09722 -0.033 0.056 0.018 0.21
H 0.41645 -4.81161 -0.70122 0.003 0.002 0.017 0.31
H 3.67641 -1.93784 -3.23484 -0.043 0.002 -0.015 0.26
H 0.00608 -0.82772 -1.33086 -0.027 -0.072 -0.024 0.26
H 1.55481 -5.16588 -2.00869 0.011 0.006 -0.005 0.30
H -4.88618 0.52436 1.43169 0.041 -0.108 0.099 0.29
H 1.27528 4.52923 -3.23786 -0.007 0.002 -0.003 0.42
H -3.85701 -2.96142 4.03661 0.248 0.199 -0.645 0.15
H 1.64163 -0.41724 -0.90206 0.046 -0.032 0.004 0.32
H 0.76684 -0.97580 -3.79612 -0.011 -0.012 -0.005 0.38
H 3.26138 -2.01180 -0.80018 0.017 0.018 -0.009 0.37
H 0.68234 -3.21150 -3.29852 -0.021 -0.022 0.013 0.29
H 4.02105 3.11624 -0.91340 -0.011 -0.008 0.015 0.23
H -1.60676 -1.04527 3.43551 0.000 -0.064 0.020 0.21
H 1.73449 5.56171 0.86437 -0.003 0.024 -0.009 0.35
H 4.12876 6.44227 0.98579 -0.005 0.010 0.002 0.38
H 0.52070 4.62989 -0.81995 -0.003 0.015 -0.001 0.38
H 0.80079 0.61934 -3.05327 -0.008 0.001 0.003 0.43
H 4.63619 5.11093 -0.04602 0.011 -0.014 0.014 0.25

***

13
Properties=species:S:1:pos:R:3:forces:R:3:mulliken_charge:R:1 method="wB97M-V/def2-TZVPD" max_force_ha_per_bohr=0.0700 e_lumo_ev=0.06 de_lowest_kcal_mol=78.8 e_tot_ev=-10744.196
O 1.88504 -1.09721 0.18150 -0.712 -3.521 -0.212 -0.22
N -0.71802 1.71959 0.18859 -0.346 -1.806 -0.684 -0.62
N 1.51722 1.11402 -0.20636 -2.449 0.427 -0.787 -0.56
N 0.49735 -1.53136 -0.04981 1.367 -0.437 0.815 -0.50
C 0.12715 0.79596 -0.08621 0.687 3.046 1.480 0.49
C 2.24083 0.10130 -0.04394 1.719 2.417 0.566 0.07
C -0.30868 -0.56538 -0.01787 -1.185 0.073 -0.979 0.76
C -1.78006 -0.82296 -0.05358 -0.722 0.443 0.399 -1.09
H -2.41670 0.04475 -0.28808 0.892 -0.040 -0.027 0.34
H 3.29563 0.35355 0.09828 0.125 -0.972 -0.275 0.38
H -2.12002 -1.11485 0.94298 0.136 -0.373 -0.128 0.26
H -0.21829 2.56498 0.12283 0.659 1.662 0.086 0.31
H -2.00147 -1.56237 -0.78831 -0.171 -0.918 -0.254 0.38

***

46
Properties=species:S:1:pos:R:3:forces:R:3:mulliken_charge:R:1 method="wB97M-V/def2-TZVPD" max_force_ha_per_bohr=0.0141 e_lumo_ev=0.60 de_lowest_kcal_mol=15.8 e_tot_ev=-28173.456 smiles="COc1cccc(C(=O)Nc2c3c(nc4c2CCC4)CCCC3)c1"
O 5.19300 -0.11322 -0.70276 -0.203 -0.073 -0.270 -0.45
O 1.57778 2.72135 1.71723 0.153 -0.007 0.019 -0.69
N -0.21992 1.44727 1.32650 -0.503 0.096 0.287 -0.03
N -2.46478 -1.75400 -0.20321 -0.192 -0.381 -0.160 -0.80
C -0.64344 -3.29618 0.51742 0.056 -0.128 -0.017 -0.82
C -2.73980 1.99062 0.14839 -0.079 0.072 -0.215 -1.11
C 3.23829 -0.18497 -1.98286 0.154 0.007 0.109 -0.70
C 1.78327 1.10743 -0.01378 0.248 -0.002 -0.421 -0.32
C -2.92343 -0.50379 -0.25526 0.049 0.063 0.044 0.53
C 0.73977 -1.54153 1.50812 0.133 0.072 0.101 -0.45
C 1.06561 1.82195 1.07901 0.091 0.159 0.072 0.10
C 5.89262 0.27929 0.45470 0.119 0.063 0.201 -0.82
C -4.26868 -0.34190 -0.90336 -0.185 0.166 0.077 -0.57
C 1.16795 0.75475 -1.20684 0.006 0.150 0.194 -0.08
C -0.94637 0.35694 0.81145 -0.351 -0.618 -0.152 -0.57
C -1.28809 -1.95434 0.34438 0.277 0.364 0.095 0.12
C -4.90931 1.00140 -0.57845 0.079 -0.018 -0.304 -0.78
C -3.89968 2.11340 -0.83449 -0.118 0.029 0.295 -0.89
C -0.48498 -0.94705 0.88209 -0.214 0.090 -0.063 0.87
C 3.87368 0.19779 -0.79851 -0.189 0.004 -0.049 0.73
C 3.13908 0.85177 0.18091 0.165 0.006 0.076 -0.09
C 0.80670 -2.94110 0.87475 -0.005 -0.086 0.042 -0.65
C 1.90559 0.10580 -2.18420 0.093 -0.025 -0.036 -0.82
C -2.20574 0.58658 0.22830 0.292 0.038 0.156 0.88
H -4.90356 -1.17210 -0.59059 0.057 -0.022 -0.039 0.38
H -5.80008 1.14465 -1.19224 -0.046 -0.005 0.071 0.36
H 1.40404 -2.88940 -0.03714 0.023 -0.008 -0.004 0.25
H 3.82025 -0.69624 -2.73322 0.067 -0.063 -0.098 0.46
H -3.08216 2.29185 1.14563 0.020 0.120 -0.011 0.37
H -5.21521 1.02263 0.46978 -0.069 0.018 0.055 0.31
H -4.36838 3.09310 -0.72523 0.042 0.016 -0.071 0.37
H 0.13212 0.99483 -1.38622 -0.104 -0.014 0.002 0.48
H -3.52574 2.03147 -1.85734 0.012 0.038 -0.067 0.33
H 3.58322 1.17580 1.10909 0.074 0.031 0.062 0.54
H -0.72718 -3.90814 -0.37876 -0.058 -0.045 0.000 0.33
H 1.26166 -3.67296 1.53996 0.071 -0.012 -0.040 0.37
H -1.13680 -3.82916 1.33395 -0.029 -0.060 0.011 0.25
H 5.87083 1.36511 0.58786 -0.013 -0.040 0.004 0.34
H 1.43193 -0.17596 -3.11249 -0.025 -0.018 -0.093 0.42
H -1.93347 2.67257 -0.13730 -0.022 -0.001 0.097 0.33
H 1.64612 -0.96722 1.32854 -0.006 -0.060 0.090 0.08
H 0.59035 -1.60877 2.59045 0.058 0.020 0.042 0.32
H 5.49037 -0.20488 1.35037 0.003 0.032 -0.031 0.33
H -0.71396 2.05424 1.96955 0.180 0.023 -0.098 0.29
H -4.13388 -0.43423 -1.98538 -0.048 -0.032 -0.023 0.25
H 6.92041 -0.04546 0.30116 -0.064 0.042 0.058 0.24